No. 1
DFT (wB97M-V/def2-TZVPD) results for 2 unconnected molecules or ions with the total composition C8H6F3N2O in a non-equilibrium geometry.

Output
- total charge = +1
- energy relative to the best compared isomer or geometry (same formula, charge and spin) (kcal/mol) = 77.4
- Kohn-Sham gap (eV) = 7.22
- electronic energy (a.u.) = -792.2896
- multiplicity = 1
- LUMO energy (eV) = -6.56
- strongest force on any atom (eV/A) = 4.2

Structure (XYZ):
```
20
Properties=species:S:1:pos:R:3:forces:R:3:lowdin_charge:R:1
C -1.840 2.291 -0.544 1.150 0.491 0.227 0.004
C -0.678 1.825 -1.211 0.128 -1.174 0.198 0.011
C -2.550 1.539 0.341 -0.158 -0.303 0.537 0.026
C -0.861 -0.339 0.007 -0.463 -0.686 0.443 0.064
C -0.404 0.582 -0.816 -1.278 0.323 0.961 0.181
C -2.083 0.273 0.558 1.026 -2.734 0.338 -0.277
C 2.322 -1.815 1.415 -0.738 -1.091 -1.321 -0.024
C 2.566 -0.931 -0.858 2.747 2.721 -1.731 -0.720
N 1.264 -2.104 0.810 1.090 -0.297 1.417 0.203
N 2.108 -0.847 0.427 -1.379 0.617 1.879 0.066
O -2.704 -0.493 1.458 0.757 -2.802 0.330 0.085
F 3.505 -1.788 -1.186 -0.234 -1.254 0.171 0.203
F 3.168 0.298 -1.073 -0.588 -0.553 -0.003 0.107
F 1.549 -1.000 -1.705 -0.605 -0.410 -0.490 0.167
H -1.931 3.337 -0.682 -0.898 0.809 -0.354 0.133
H -0.236 2.344 -1.998 0.725 0.920 -1.017 0.129
H -3.389 1.773 1.006 0.240 0.600 -0.769 0.163
H -0.508 -1.335 0.446 -0.251 1.705 -1.006 0.128
H 3.042 -2.137 2.151 -0.027 0.146 0.139 0.153
H -2.340 -1.473 1.456 -1.245 2.971 0.049 0.198
```
Positions in Å, forces in eV/Å.

No. 2
DFT (wB97M-V/def2-TZVPD) results for a single C5H10N2S molecule in a non-equilibrium geometry.

Output
- total charge = 0
- energy relative to the best compared isomer or geometry (same formula, charge and spin) (kcal/mol) = 74.6
- Kohn-Sham gap (eV) = 9.58
- electronic energy (a.u.) = -704.1050
- SMILES = [H]/N=N/[C@@H]1CCS[C@H]1C
- multiplicity = 1
- LUMO energy (eV) = 0.89
- strongest force on any atom (eV/A) = 5.5

Structure (XYZ):
```
18
Properties=species:S:1:pos:R:3:forces:R:3:lowdin_charge:R:1
H 0.223 -0.668 3.444 -0.111 -0.744 1.976 0.036
N 0.490 -0.975 2.538 -0.221 1.466 -1.404 0.087
N 0.285 0.116 1.961 0.494 -0.137 -0.913 -0.058
C 0.503 0.065 0.492 -4.668 2.009 2.133 -0.333
C 1.202 1.277 -0.056 -1.642 0.573 -0.871 -0.201
C 0.763 1.329 -1.569 -0.384 1.514 3.514 -0.441
S -1.028 1.070 -1.551 -0.757 0.460 -0.185 0.867
C -1.130 0.045 -0.079 2.887 -0.245 2.674 -0.531
C -1.368 -1.463 -0.322 -1.065 3.039 0.183 -0.121
H 0.801 -0.921 0.366 1.601 -1.448 -1.270 0.090
H 2.209 1.080 0.142 2.041 0.074 -0.429 0.086
H 1.000 2.327 0.354 -0.332 -1.909 0.136 0.144
H 1.035 2.345 -1.824 -0.085 -0.200 -1.209 0.074
H 1.147 0.515 -2.054 1.557 -1.434 -1.807 0.033
H -1.718 0.537 0.804 0.667 -1.010 -1.947 0.125
H -0.629 -1.893 -0.879 2.037 -0.729 -2.034 0.048
H -2.281 -1.570 -0.792 -1.945 -0.351 -1.399 0.048
H -1.438 -2.097 0.480 -0.074 -0.927 2.850 0.048
```
Positions in Å, forces in eV/Å.

No. 3
DFT (wB97M-V/def2-TZVPD) results for a single C4H8OS2 molecule in a non-equilibrium geometry.

Output
- total charge = 0
- energy relative to the best compared isomer or geometry (same formula, charge and spin) (kcal/mol) = 69.4
- Kohn-Sham gap (eV) = 7.15
- electronic energy (a.u.) = -1028.7125
- SMILES = CSSCCC=O
- multiplicity = 1
- LUMO energy (eV) = -1.60
- strongest force on any atom (eV/A) = 2.7

Structure (XYZ):
```
15
Properties=species:S:1:pos:R:3:forces:R:3:lowdin_charge:R:1
C -2.675 0.659 -1.918 -1.044 1.199 0.818 -0.492
S -1.526 0.000 -0.709 2.211 -1.400 0.541 0.561
S -1.239 -0.342 1.679 -2.152 0.343 -1.635 0.580
C 0.428 0.142 1.454 0.845 -0.066 -2.019 -0.701
C 1.286 -0.929 0.662 -0.831 1.374 0.770 -0.219
C 2.704 -0.426 0.611 0.698 0.316 0.311 -0.283
O 3.466 -0.626 -0.295 0.065 -0.617 -0.287 0.054
H -2.735 1.740 -1.780 -0.610 -0.093 0.040 0.021
H -2.236 0.564 -2.916 0.520 -0.618 0.383 0.043
H -3.633 0.153 -1.917 -0.165 0.200 -0.008 0.024
H 0.807 0.431 2.439 0.250 0.006 -0.284 0.078
H 0.375 0.948 0.721 0.128 0.827 0.772 0.029
H 0.848 -1.825 1.089 1.343 -0.899 -0.214 0.097
H 1.115 -0.876 -0.417 -0.924 -0.297 0.241 0.085
H 3.014 0.386 1.299 -0.335 -0.275 0.569 0.124
```
Positions in Å, forces in eV/Å.

No. 4
DFT (wB97M-V/def2-TZVPD) results for a molecular structure, C25H37FN4O3PtS2 in a non-equilibrium geometry.

Output
- ⟨S²⟩ = 2.0060
- total charge = +2
- Kohn-Sham gap (alpha / beta) (eV) = 5.15 / 7.20
- electronic energy (a.u.) = -2434.4854
- multiplicity = 3
- LUMO energy (alpha / beta) (eV) = -4.94 / -4.96
- strongest force on any atom (eV/A) = 3.0

Structure (XYZ):
```
73
Properties=species:S:1:pos:R:3:forces:R:3:lowdin_charge:R:1
Pt 0.341 0.239 -0.402 -2.007 0.509 0.822 0.834
S -0.135 2.466 -0.654 -0.683 0.225 -0.816 0.803
S -0.420 -1.962 0.036 -0.571 -0.777 -0.980 0.842
C -1.920 2.453 -0.272 0.189 0.377 0.097 -0.339
C -0.209 2.343 -2.491 0.051 0.659 0.200 -0.410
C -0.743 1.048 -3.096 0.001 -0.696 0.275 -0.215
N -0.014 -0.113 -2.487 -0.414 -0.317 -2.147 -0.230
C -0.548 -1.494 -2.749 0.050 0.727 -0.061 -0.217
C -0.009 -2.444 -1.686 -0.017 -0.511 0.378 -0.406
H 0.825 2.523 -2.809 -0.223 -0.001 0.013 0.082
H -0.811 3.207 -2.779 0.086 -0.144 -0.367 0.086
H -0.574 1.051 -4.186 -0.214 0.168 0.333 0.137
H -1.814 0.918 -2.904 0.170 0.067 -0.021 0.120
H -0.212 -1.824 -3.748 -0.262 -0.029 0.341 0.139
H -1.641 -1.446 -2.743 0.195 -0.120 -0.018 0.110
H 1.083 -2.532 -1.711 -0.214 0.026 -0.080 0.086
H -0.450 -3.439 -1.779 0.163 0.002 -0.397 0.087
C -2.214 -1.968 -0.213 -0.172 -0.189 0.546 -0.345
H 0.884 -0.121 -2.984 -0.093 0.160 0.637 0.109
H -2.580 -1.087 -0.750 0.144 -0.235 0.139 0.031
H -2.640 -1.991 0.795 -0.126 0.047 -0.287 0.045
H -2.484 -2.891 -0.737 -0.089 0.192 0.110 0.056
H -1.981 2.699 0.795 -0.109 -0.127 -0.267 0.039
H -2.382 1.477 -0.464 0.204 0.333 0.023 0.029
H -2.394 3.249 -0.852 -0.100 -0.116 0.122 0.051
C 2.270 0.387 -1.102 1.543 0.368 -0.267 -0.302
C 2.993 0.055 0.156 -0.144 -1.173 -0.415 -0.163
H 2.475 1.364 -1.537 0.370 -0.006 0.075 0.054
H 2.445 -0.419 -1.824 0.217 0.224 -0.053 0.062
H 2.840 0.774 0.965 0.216 -0.038 -0.150 0.120
H 4.037 -0.252 0.029 -0.165 -0.010 0.317 0.129
F -1.905 2.525 5.859 0.523 -0.895 -0.073 0.044
C -1.146 1.385 5.692 -0.236 0.557 -0.213 -0.153
C -0.792 1.041 4.403 0.413 -0.355 0.460 0.098
C 0.076 -0.051 4.172 -0.594 -0.163 0.839 -0.041
C 0.638 -0.309 2.851 0.209 1.009 -1.808 -0.266
O 0.459 0.504 1.874 -0.092 -1.074 2.781 -0.144
C 1.508 -1.453 2.791 0.298 -0.257 0.565 -0.039
C 1.707 -2.266 3.876 -0.607 0.928 0.765 0.058
N 1.164 -2.036 5.098 -0.420 1.147 -1.989 0.029
C 1.455 -2.949 6.129 0.391 -1.020 1.266 -0.260
C 1.770 -4.369 5.766 -0.350 -0.540 -0.012 -0.074
C 2.861 -3.459 6.213 0.661 -0.051 0.456 -0.068
C 0.418 -0.861 5.292 0.348 -0.112 -0.169 -0.081
C 0.080 -0.470 6.595 -0.599 0.633 0.039 0.065
C -0.699 0.681 6.835 0.580 -0.534 -0.534 -0.123
N -0.936 1.074 8.166 0.180 -0.468 0.079 -0.087
C 0.213 1.092 9.071 0.059 0.053 -0.437 -0.123
C -0.213 0.769 10.490 0.160 -0.433 -0.463 -0.084
N -1.308 1.706 10.829 -0.038 0.607 1.092 0.045
C -2.481 1.712 9.930 -0.335 -0.345 -0.739 -0.083
C -1.977 2.014 8.526 -0.019 0.085 -0.278 -0.134
C 2.526 -1.674 1.749 1.401 -0.295 -0.830 -0.463
O 3.613 -2.185 1.958 -1.306 0.376 0.134 0.142
O 2.187 -1.201 0.531 1.827 0.324 0.866 -0.202
H -1.141 1.618 3.554 0.127 0.089 0.170 0.137
H 2.414 -3.082 3.794 -0.172 0.133 -0.105 0.132
H 0.919 -2.810 7.063 0.051 0.037 -0.429 0.138
H 1.445 -5.135 6.468 0.024 0.154 -0.280 0.118
H 1.715 -4.652 4.715 -0.029 -0.024 0.368 0.114
H 3.568 -3.102 5.457 -0.192 -0.077 0.473 0.121
H 3.258 -3.637 7.212 0.104 0.120 -0.377 0.116
H 0.446 -1.045 7.448 -0.301 0.237 -0.417 0.106
H 0.696 2.093 9.050 -0.069 -0.270 0.056 0.151
H 0.955 0.363 8.733 -0.117 0.303 0.220 0.127
H -0.613 -0.240 10.601 0.086 0.017 -0.130 0.148
H 0.605 0.921 11.196 -0.132 0.008 -0.020 0.149
H -1.625 1.528 11.786 0.127 0.240 0.045 0.195
H -0.913 2.645 10.777 0.048 0.235 0.415 0.183
H -3.177 2.481 10.270 0.107 -0.062 0.051 0.149
H -2.953 0.733 10.012 0.003 0.032 -0.146 0.148
H -1.582 3.048 8.500 -0.292 -0.108 -0.051 0.146
H -2.807 1.930 7.819 0.175 0.160 0.257 0.144
```
Positions in Å, forces in eV/Å.

> The highest total charge belongs to which entry?

C25H37FN4O3PtS2